Entry 1:
2 unconnected molecules or ions with the total composition C6H9N3O at a distorted geometry, computed with wB97M-V/def2-TZVPD.

The charge is 0. As for the HOMO-LUMO gap: 9.089 eV. For the molar mass, the calculation gives 139.16 g mol⁻¹. Its energy relative to the best compared isomer or geometry (same formula, charge and spin) is 66.48 kcal per mole. The calculation puts the HOMO energy at -8.47 eV.

XYZ file:
```
19
Properties=species:S:1:pos:R:3:mulliken_charge:R:1
C 0.872 2.441 0.661 -0.88
N 0.399 1.201 0.993 0.33
C 0.896 -0.018 0.665 -0.38
C 0.142 -0.940 1.348 -0.39
N -0.776 -0.357 2.135 -0.61
C -0.609 0.899 1.868 -0.01
H 0.289 3.352 0.991 0.29
H 1.965 2.640 1.084 0.29
H 0.969 2.554 -0.409 0.36
H 1.684 -0.006 -0.114 0.40
H 0.261 -2.070 1.223 0.33
H -1.247 1.589 2.526 0.30
C -1.518 -2.270 -2.157 -0.49
O -1.339 -0.962 -2.770 -0.38
C -1.011 0.070 -2.129 0.55
N -0.633 1.087 -1.710 -0.44
H -0.482 -2.496 -1.566 0.23
H -1.693 -2.962 -3.001 0.21
H -2.359 -2.316 -1.477 0.30
```

***

Entry 2:
A molecular structure, C18H21AsCl5F9HgN2OPSSi2, computed with wB97M-V/def2-TZVPD.

The charge is -1. As for the HOMO-LUMO gap: 7.809 eV. For the molar mass, the calculation gives 1024.35 g mol⁻¹. Its energy relative to the best compared isomer or geometry (same formula, charge and spin) is 27.49 kcal per mole. The calculation puts the HOMO energy at -5.60 eV.

XYZ file:
```
62
Properties=species:S:1:pos:R:3:mulliken_charge:R:1
Hg -0.771 -1.477 -1.193 0.73
F -5.179 -1.275 3.724 -0.29
C -4.603 -0.516 2.755 0.74
F -5.313 -0.701 1.649 -0.25
F -4.795 0.774 3.139 -0.27
C -3.132 -0.818 2.658 -0.08
C -2.472 -0.826 3.876 -0.60
C -1.113 -1.064 3.944 -0.94
C -0.457 -1.276 2.745 -0.39
N -1.069 -1.261 1.568 0.06
C -2.402 -1.056 1.465 0.58
S -3.082 -1.109 -0.135 -0.46
H -3.040 -0.649 4.782 0.40
H -0.581 -1.078 4.887 0.42
H 0.611 -1.465 2.711 0.37
Cl 2.547 -2.057 -0.838 -0.14
C 1.620 -3.495 -1.097 1.47
C 0.248 -3.380 -1.249 -2.24
C -0.469 -4.554 -1.427 1.20
Cl -2.189 -4.468 -1.652 -0.19
C 0.144 -5.806 -1.440 -0.23
Cl -0.787 -7.244 -1.649 -0.22
C 1.525 -5.890 -1.282 0.70
Cl 2.305 -7.430 -1.279 -0.21
C 2.271 -4.727 -1.116 -0.24
Cl 3.986 -4.825 -0.931 -0.22
O 1.709 1.260 1.610 -0.02
N 1.761 0.875 0.236 0.03
C -0.688 4.511 -0.279 -1.10
Si -1.108 2.795 0.349 0.37
C -2.883 2.518 -0.140 -0.86
C -0.950 2.728 2.204 -0.66
As 0.148 1.120 -0.820 0.17
Si 2.258 2.039 -0.978 -0.06
C 2.843 0.684 2.226 -0.73
C 2.662 3.692 -0.227 -1.11
C 3.580 1.478 -2.135 -0.97
H -1.407 5.229 0.131 0.36
H -0.768 4.535 -1.369 0.29
H 0.313 4.840 -0.003 0.30
H -3.525 3.241 0.376 0.31
H -3.226 1.510 0.101 0.14
H -3.008 2.655 -1.220 0.30
H -1.701 3.393 2.646 0.41
H 0.045 3.030 2.535 0.25
H -1.127 1.711 2.567 0.04
H 2.713 0.821 3.300 0.27
H 3.769 1.180 1.907 0.24
H 2.918 -0.380 1.985 0.22
H 2.112 3.822 0.706 0.27
H 2.447 4.531 -0.894 0.42
H 3.735 3.699 -0.006 0.40
H 3.205 0.718 -2.825 0.20
H 4.401 1.052 -1.548 0.37
H 3.961 2.325 -2.715 0.35
F 1.267 -0.160 -3.399 -0.32
P 0.289 -0.566 -4.644 1.28
F -0.686 -0.974 -5.845 -0.36
F 0.438 0.924 -5.236 -0.40
F 1.576 -1.057 -5.474 -0.40
F -0.999 -0.070 -3.750 -0.39
F 0.121 -2.038 -3.987 -0.30
```

***

Question: What is the charge in the first record?
Answer: 0

***

Question: Which value of charge does entry 2 give?
Answer: -1

***

Question: What is the energy relative to the best compared isomer or geometry (same formula, charge and spin) in the first record?
Answer: 66.48 kcal per mole